Record 1
31
Properties=species:S:1:pos:R:3:nbo_charge:R:1 method="wB97M-V/def2-TZVPD" homo_lumo_gap_ev=7.28 charge=+1 e_above_lowest_ev=9.536
C -2.45 4.83 0.21 -0.19
C -1.63 3.67 0.29 -0.10
C -0.83 2.25 0.58 -0.09
N -1.75 1.55 1.59 -0.61
C -1.17 0.12 1.52 0.80
N -1.31 -0.66 2.64 -0.87
N -0.50 -0.13 0.18 -0.40
C -0.96 -1.49 -0.39 -0.27
C 0.34 -2.22 -1.15 -0.09
O 1.27 -1.13 -1.48 -0.57
C 2.68 -1.50 -1.24 -0.09
C 3.06 -1.71 0.36 -0.67
C -0.90 1.09 -0.61 0.09
N 0.05 1.68 -1.64 -0.81
H -3.13 5.78 0.47 0.31
H 0.24 2.36 1.09 0.27
H -2.61 1.40 0.99 0.39
H -2.29 -0.87 2.99 0.46
H -0.51 -1.01 3.22 0.47
H -1.81 -1.34 -1.21 0.23
H -1.39 -2.21 0.44 0.24
H -0.07 -2.73 -2.14 0.21
H 0.80 -3.09 -0.50 0.21
H 3.02 -2.40 -1.90 0.20
H 3.33 -0.56 -1.59 0.21
H 2.11 -1.46 1.00 0.20
H 3.97 -1.03 0.71 0.25
H 3.30 -2.87 0.47 0.23
H -1.92 0.92 -1.17 0.23
H 0.05 0.99 -2.45 0.38
H 1.02 1.78 -1.28 0.38

Record 2
75
Properties=species:S:1:pos:R:3:lowdin_charge:R:1 method="wB97M-V/def2-TZVPD" homo_lumo_gap_ev=3.38 charge=-2 e_above_lowest_ev=1.468
Sr -1.07 0.98 -0.24 1.42
C 2.28 1.53 3.31 -0.11
C 1.06 0.70 2.81 -0.44
O 0.49 1.31 1.66 -0.50
H 2.85 1.95 2.49 0.03
H 3.01 0.98 3.91 0.04
H 2.04 2.36 3.97 0.05
H 0.18 0.61 3.45 0.07
H 1.36 -0.34 2.71 0.06
C 0.19 5.35 -1.76 -0.14
C -0.61 4.30 -0.99 -0.52
O -0.98 3.24 -1.82 -0.40
H 1.10 4.88 -2.13 0.04
H 0.52 6.10 -1.04 0.04
H -0.31 5.88 -2.57 0.05
H -1.54 4.72 -0.62 0.08
H -0.03 3.82 -0.20 0.07
C -2.63 2.77 2.23 -0.14
C -3.67 3.03 1.14 -0.54
O -3.56 2.12 0.10 -0.38
H -2.47 1.72 2.48 0.04
H -2.95 3.39 3.07 0.05
H -1.61 2.97 1.88 0.03
H -3.46 4.04 0.80 0.06
H -4.66 3.26 1.54 0.06
C -2.16 -0.92 -4.50 -0.17
C -1.47 -0.14 -3.48 -0.54
O -2.33 0.20 -2.41 -0.40
H -1.66 -0.94 -5.46 0.05
H -3.01 -0.33 -4.84 0.06
H -2.70 -1.82 -4.21 0.06
H -1.08 0.74 -3.98 0.09
H -0.61 -0.69 -3.10 0.04
C -2.82 -3.72 5.24 -0.10
C -2.29 -2.52 4.90 -0.09
C -2.37 -2.01 3.61 0.03
C -2.87 -2.79 2.54 -0.11
C -3.39 -4.02 2.91 -0.03
C -3.36 -4.48 4.20 -0.09
N -2.89 -2.25 1.17 -0.30
O -3.46 -2.88 0.29 0.08
O -2.53 -1.07 0.95 0.01
H -2.73 -4.09 6.25 0.10
H -1.88 -2.06 5.79 0.11
H -1.87 -1.07 3.44 0.12
H -3.84 -4.64 2.14 0.11
H -3.61 -5.52 4.36 0.09
C 5.79 2.97 -0.63 -0.10
C 5.72 2.75 -1.99 -0.09
C 4.53 2.28 -2.53 0.00
C 3.41 2.11 -1.69 -0.10
C 3.49 2.48 -0.35 0.01
C 4.67 2.89 0.20 -0.07
N 2.10 1.64 -2.21 -0.33
O 1.80 1.77 -3.33 0.13
O 1.32 1.03 -1.46 -0.04
H 6.70 3.23 -0.10 0.09
H 6.57 3.00 -2.61 0.09
H 4.32 2.12 -3.58 0.11
H 2.64 2.30 0.30 0.10
H 4.75 3.04 1.27 0.10
C 1.28 -5.47 -2.90 -0.11
C 1.24 -5.84 -1.57 -0.09
C 0.91 -4.87 -0.64 -0.02
C 0.56 -3.60 -1.07 -0.10
C 0.63 -3.26 -2.41 0.03
C 0.96 -4.22 -3.38 -0.04
N 0.21 -2.48 -0.12 -0.31
O 0.05 -1.38 -0.57 0.00
O 0.10 -2.74 1.05 0.09
H 1.66 -6.21 -3.59 0.09
H 1.60 -6.81 -1.25 0.10
H 0.86 -5.15 0.40 0.11
H 0.49 -2.26 -2.81 0.10
H 1.06 -3.98 -4.43 0.11

Record 3
13
Properties=species:S:1:pos:R:3:nbo_charge:R:1 method="wB97M-V/def2-TZVPD" homo_lumo_gap_ev=9.62 e_above_lowest_ev=1.324
C 0.64 -1.89 -0.21 -0.46
C 1.65 -1.05 -0.31 0.12
O 1.65 0.06 -1.13 -0.71
H 0.77 -2.82 0.33 0.21
H -0.35 -1.58 -0.49 0.20
H 2.58 -1.23 0.24 0.16
H 1.73 0.82 -0.53 0.48
C -1.55 1.09 -0.57 -0.75
S -0.99 0.77 1.11 -0.06
H -2.48 0.56 -0.75 0.23
H -1.81 2.14 -0.67 0.21
H -0.78 0.95 -1.32 0.25
H -2.15 0.54 1.73 0.13